Record 1
{
  "formula": "C18H16FN4O10SW",
  "method": "ωB97M-V/def2-TZVPD",
  "species": ["W", "C", "C", "O", "C", "C", "C", "N", "N", "C", "O", "C", "C", "C", "C", "C", "C", "H", "H", "H", "H", "H", "H", "H", "H", "H", "H", "H", "H", "O", "S", "O", "O", "O", "F", "C", "C", "N", "C", "C", "O", "O", "C", "O", "N", "C", "O", "H", "H", "H", "H"],
  "xyz": [[-0.15601, 0.37650, 0.28898], [1.35494, -2.08606, 3.31210], [0.87336, -1.83375, 1.93236], [0.88489, -0.56491, 1.52204], [0.45890, -2.79289, 1.05203], [0.25891, -2.57805, -0.33855], [0.28397, -3.72619, -1.28449], [0.17006, -1.34655, -0.82384], [0.34462, -1.17802, -2.18049], [0.77807, 0.03272, -2.36172], [0.92089, 0.79244, -1.26549], [1.06254, 0.60823, -3.66594], [0.93517, -0.18297, -4.80998], [1.18514, 0.36993, -6.05014], [1.56353, 1.70490, -6.15143], [1.68836, 2.48975, -5.01379], [1.43779, 1.94728, -3.76593], [0.90860, -1.36402, 3.99541], [2.43900, -1.95485, 3.34927], [1.10920, -3.09560, 3.62825], [0.47661, -3.81799, 1.39122], [0.31399, -4.66997, -0.74892], [1.15527, -3.64439, -1.93631], [-0.58947, -3.68509, -1.93639], [0.63965, -1.21873, -4.71317], [1.08648, -0.23578, -6.94030], [1.75792, 2.13416, -7.12521], [1.97508, 3.52869, -5.09944], [1.51079, 2.55636, -2.87593], [-0.64920, 3.46864, -1.50393], [-1.10912, 2.83805, -0.32585], [-2.06525, 3.42791, 0.53553], [0.13307, 2.31010, 0.52001], [-1.59767, 1.35607, -0.63791], [-6.49284, -1.51955, -1.35237], [-5.71989, -1.78282, -0.30600], [-5.15124, -0.80703, 0.39840], [-4.35807, -1.09193, 1.50439], [-3.60460, -0.06465, 2.17195], [-2.20165, 0.00184, 1.66241], [-1.37674, 0.85644, 2.04926], [-1.76411, -0.78799, 0.72255], [-4.01460, -2.38999, 1.84621], [-3.16616, -2.62104, 2.68477], [-4.68073, -3.35950, 1.14313], [-5.52707, -3.19478, 0.03461], [-5.99177, -4.13448, -0.54870], [-5.29447, 0.23624, 0.15255], [-3.55222, -0.26487, 3.24260], [-4.05638, 0.91774, 2.02680], [-4.47579, -4.31444, 1.40560]],
  "forces_ev_per_angstrom": [[0.6, 1.3, 0.0], [0.1, 0.1, 0.0], [-0.2, -0.2, 0.1], [0.0, 0.0, 0.1], [0.0, 0.0, 0.0], [0.0, 0.1, 0.0], [0.0, 0.0, 0.0], [-0.2, -0.2, -0.2], [0.2, 0.1, 0.1], [-0.2, -0.3, 0.0], [-0.2, 0.1, -0.1], [0.2, 0.0, 0.0], [0.0, 0.0, 0.0], [0.0, 0.0, 0.0], [0.0, 0.0, 0.0], [0.0, 0.0, 0.0], [0.0, 0.0, 0.1], [0.0, 0.0, 0.0], [0.0, 0.0, 0.0], [0.0, 0.0, 0.0], [0.0, 0.0, 0.0], [0.0, 0.0, 0.0], [0.0, 0.0, 0.0], [0.0, 0.0, 0.0], [0.0, 0.0, 0.0], [0.0, 0.0, 0.0], [0.0, 0.0, 0.0], [0.0, 0.0, 0.0], [0.0, 0.0, 0.0], [0.0, 0.0, 0.0], [-0.3, 0.2, 0.0], [0.1, 0.1, -0.1], [0.3, -0.7, 0.1], [-0.3, -0.4, -0.1], [0.0, 0.0, 0.0], [-0.1, 0.1, -0.1], [0.0, 0.0, 0.1], [0.0, -0.1, 0.0], [0.0, -0.2, -0.1], [0.0, 0.0, 0.3], [0.0, -0.2, -0.1], [-0.1, 0.2, -0.2], [0.0, 0.0, -0.1], [0.0, 0.0, 0.1], [0.0, 0.0, 0.0], [0.1, -0.1, 0.0], [0.0, 0.0, 0.0], [0.0, 0.0, 0.0], [0.0, 0.1, 0.0], [0.0, 0.0, 0.0], [0.0, 0.0, 0.0]],
  "e_above_lowest_kcal_mol": 0.0,
  "total_charge": 1,
  "homo_ev": -12.097,
  "homo_lumo_gap_ev": 5.7,
  "e_lumo_ev": -6.42
}


Record 2
{
  "formula": "C11H25P",
  "method": "ωB97M-V/def2-TZVPD",
  "species": ["C", "C", "C", "C", "C", "C", "C", "C", "C", "C", "C", "P", "H", "H", "H", "H", "H", "H", "H", "H", "H", "H", "H", "H", "H", "H", "H", "H", "H", "H", "H", "H", "H", "H", "H", "H", "H"],
  "xyz": [[-0.62871, 0.28364, 1.51064], [-0.24281, 3.72673, -0.20569], [2.78531, 0.96697, -1.27126], [-3.13818, -1.60181, 0.38038], [1.00545, -1.98019, -1.69830], [0.23216, -2.41696, 1.55855], [-1.14283, 1.53971, 0.80193], [-0.17770, 2.72439, 0.98840], [2.20629, -0.15409, -0.40536], [-1.85735, -1.96382, -0.44589], [0.83659, -0.65207, -0.89682], [-0.37388, -1.07245, 0.51130], [-0.90417, 0.01982, 2.51587], [-1.16965, 3.97969, -0.60537], [0.31096, 4.66205, -0.07240], [0.49093, 3.22217, -0.89809], [2.95585, 0.56838, -2.26085], [2.03994, 1.87399, -1.30828], [3.70366, 1.46037, -0.88713], [-4.08891, -1.73703, -0.06831], [-2.94011, -2.28909, 1.21637], [-2.98441, -0.63090, 0.84431], [1.95226, -1.84639, -2.14213], [0.89795, -2.79989, -1.07776], [0.18109, -2.08430, -2.44446], [-0.23333, -3.39042, 1.30389], [1.33174, -2.49015, 1.51228], [-0.06310, -2.20344, 2.61006], [-2.27382, 1.80297, 1.00862], [-1.02277, 1.35732, -0.28893], [0.79152, 2.38772, 1.14982], [-0.29871, 3.41678, 1.90003], [1.97853, 0.37271, 0.54469], [3.07718, -0.79448, -0.12841], [-1.97399, -1.41701, -1.40375], [-1.72338, -3.03557, -0.33491], [0.46042, 0.19464, -1.51305]],
  "forces_ev_per_angstrom": [[-1.1, 2.5, 0.6], [4.0, -1.6, 0.1], [-1.2, 1.9, 0.1], [2.8, -0.7, 1.5], [-2.1, 2.8, -1.2], [0.0, -0.4, 0.8], [-0.3, 0.2, 0.4], [-2.4, 3.6, 1.5], [0.6, 1.9, 2.1], [-0.6, 2.1, 0.5], [0.4, -1.2, 0.4], [-0.7, -1.7, -3.7], [0.1, 0.4, 0.6], [-1.7, -0.1, -0.7], [-0.3, 0.0, 0.8], [-1.4, 0.5, -0.5], [0.2, 0.3, -0.5], [1.1, -1.8, -0.3], [-0.3, -0.8, -0.1], [-0.7, -0.2, -0.5], [-1.2, 0.0, 0.3], [-0.6, 0.4, -0.4], [1.1, -0.7, -0.9], [0.4, -1.8, 1.3], [0.8, 0.1, 0.3], [0.4, 0.7, 0.0], [-0.3, -0.1, 0.1], [0.3, -0.1, -0.7], [2.1, -0.6, -0.2], [-0.7, -0.3, 0.4], [1.9, -0.8, -0.2], [-0.5, -1.5, -0.7], [0.3, -0.3, 0.0], [-1.2, -0.5, -0.5], [0.6, -0.9, -0.1], [0.2, -0.6, -0.9], [-0.2, -0.9, 0.4]],
  "spin_multiplicity": 3,
  "homo_ev": [-2.364, -10.663],
  "homo_lumo_gap_ev": [3.2, 9.2],
  "e_lumo_ev": [0.86, -1.48]
}


Record 3
{
  "formula": "C3H7NO",
  "method": "ωB97M-V/def2-TZVPD",
  "species": ["C", "C", "N", "C", "O", "H", "H", "H", "H", "H", "H", "H"],
  "xyz": [[0.35216, -1.45286, -0.58781], [-0.26121, -0.04442, -0.62525], [0.16456, 0.53553, 0.56581], [-0.30592, 1.76200, 0.99469], [0.28684, 2.34286, 1.93455], [-0.08738, -2.03318, 0.21596], [0.19686, -2.20192, -1.41324], [1.39870, -1.35618, -0.43513], [-1.37669, -0.15651, -0.62043], [0.00592, 0.45357, -1.58028], [0.95324, 0.08042, 1.09765], [-1.32709, 2.07068, 0.45347]],
  "forces_ev_per_angstrom": [[-1.2, -1.4, -1.0], [-1.5, -2.5, -2.0], [0.8, 1.8, 1.9], [1.2, 0.0, 2.0], [-2.2, -0.8, -2.5], [0.1, 0.3, 0.7], [0.1, 1.4, 0.1], [1.1, -0.1, 0.1], [0.7, 0.2, -0.1], [0.1, 0.1, 0.7], [-1.3, 1.2, -0.9], [2.2, -0.2, 1.1]],
  "e_above_lowest_kcal_mol": 28.2,
  "smiles": "CCNC=O",
  "homo_ev": -9.634,
  "homo_lumo_gap_ev": 10.6,
  "e_lumo_ev": 0.94
}


In a.u., the total energy values for the records above are, in order, -2231.9797, -775.1909, -248.4816.